C24H33ClI2OP3Ru as an isolated structure in a non-equilibrium geometry. Source: the Open Molecules 2025 dataset; level of theory: wB97M-V/def2-TZVPD.

XYZ file:
```
65
Properties=species:S:1:pos:R:3:forces:R:3
I 0.43229 0.97464 -6.20773 -0.69 1.08 0.70
I -0.08786 2.41581 -3.84198 0.96 -0.72 -0.91
Ru 0.17099 -0.61745 -2.04030 0.23 0.32 0.14
P -1.95254 -0.30406 -2.53827 -3.07 0.07 -0.12
C -2.85884 0.79028 -1.41449 0.12 0.24 0.03
C -2.51048 0.09342 -4.20283 0.08 0.28 -0.26
H -3.60123 0.02103 -4.25514 0.12 -0.20 0.04
H -3.65231 -1.95378 -2.35878 -0.09 -0.15 0.05
H -2.02220 -0.56353 -4.92624 -0.26 -0.02 0.11
H -2.05597 -2.67995 -2.75090 -0.31 0.01 0.07
H -2.49208 1.81747 -1.54242 -0.27 -0.16 0.02
H -2.22290 1.12504 -4.44113 -0.43 -0.49 0.06
C -2.58417 -1.94610 -2.13827 -0.02 -0.26 -0.08
H -3.92851 0.72443 -1.65606 0.23 0.15 0.08
H -2.42271 -2.17268 -1.08043 -0.14 0.06 -0.20
H -2.69355 0.46983 -0.37498 -0.14 0.06 -0.45
P 2.31957 -0.32111 -2.48848 3.35 0.33 -0.31
C 3.18819 0.84030 -1.39444 -0.18 0.07 0.08
C 3.03210 -1.95802 -2.21946 -0.06 -0.21 0.12
H 2.47117 -0.54250 -4.86101 0.21 0.12 0.09
H 4.00445 0.07434 -4.17926 -0.08 -0.06 0.23
H 2.59739 1.15862 -4.32905 0.25 -0.19 -0.08
C 2.91396 0.13234 -4.12642 -0.31 0.09 -0.12
H 2.54035 -2.65399 -2.90186 0.21 0.01 0.08
H 4.10346 -1.92228 -2.41903 0.05 -0.04 0.04
H 4.26991 0.72251 -1.53199 -0.20 0.08 0.00
H 2.92292 0.66360 -0.34718 0.17 0.15 -0.30
H 2.85457 -2.28365 -1.19518 0.15 -0.19 -0.08
H 2.88114 1.85560 -1.67320 0.16 -0.14 0.08
Cl 0.17288 -2.03252 -3.88124 0.06 0.53 0.73
O 0.24412 0.75289 -0.29038 -0.06 -1.00 -0.52
P -0.01433 0.47292 1.18647 0.11 -1.05 0.62
C -1.51514 -0.46187 1.54372 -0.33 0.02 0.44
C -2.60305 0.02515 2.29963 0.11 -0.50 -0.11
C -3.64450 -0.84266 2.66089 0.02 0.18 0.02
C -3.58644 -2.19790 2.31286 0.02 0.06 -0.09
C -2.50537 -2.69378 1.57336 0.28 0.22 -0.12
C -1.48025 -1.82394 1.18909 -0.19 0.03 0.10
C 1.26072 -0.47508 2.04961 -0.01 -0.07 0.68
C 1.21891 -0.60658 3.46990 0.44 -0.36 -0.40
C 2.14418 -1.44924 4.11232 -0.27 0.29 0.14
C 3.10556 -2.14193 3.37234 0.07 0.14 -0.51
C 3.13591 -2.01275 1.97364 0.13 -0.13 0.58
C 2.21387 -1.19982 1.33073 -0.23 0.05 -0.11
C -0.08520 2.06824 2.01023 -1.44 0.76 -0.74
C 0.95391 2.51667 2.85265 -0.06 -0.88 -0.37
C 0.88073 3.78672 3.43505 -1.30 2.32 0.53
C -0.21822 4.61945 3.14555 1.26 -0.37 0.71
C -1.22636 4.19686 2.25872 -0.13 1.30 0.73
C -1.15764 2.92118 1.69416 1.22 -2.45 -0.39
H -2.62300 1.06007 2.63581 -0.11 -0.26 -0.03
H -4.50045 -0.45451 3.23609 0.55 -0.27 -0.32
H -4.38463 -2.88025 2.61950 0.29 0.30 -0.08
H -2.43380 -3.75578 1.30442 -0.14 0.52 0.17
H -0.62872 -2.20682 0.61808 -0.15 -0.06 0.25
H 0.48400 -0.08242 4.09066 0.12 -0.19 -0.33
H 2.12048 -1.56527 5.21025 -0.05 0.14 -0.75
H 3.84730 -2.76982 3.87419 -0.35 0.21 -0.16
H 3.89071 -2.53915 1.39056 -0.20 0.05 0.18
H 2.21978 -1.15106 0.24358 -0.01 0.09 0.35
H 1.79891 1.86280 3.07298 -0.14 0.17 -0.14
H 1.64851 4.10847 4.14786 -0.32 -0.07 -0.34
H -0.31729 5.58067 3.64120 0.12 -0.08 -0.14
H -2.08962 4.83392 2.03339 0.41 -0.12 0.16
H -1.94359 2.57700 1.01866 0.24 0.17 0.12
```
Positions in Å, forces in eV/Å.

As for the orbital gap (spin up / spin down): 0.254 / 0.132 hartree. The calculation puts the HOMO energy (spin up / spin down) at -16.757 / -17.057 eV. As for the charge: +3. Its spin multiplicity is 5.

Here are the Löwdin charges for atoms 1 to 2, given in e: number 1, I, carries 0.4710; number 2, I, carries 0.4201